DFT (ωB97M-V/def2-TZVPD) results for a structure of composition C45H45CsN9O2P2S2.

ΔE to the lowest compared entry with this formula, charge and spin: 32.4 kcal per mole
E_tot: -3884.445726 Eh
charge: -1

Geometry (Å):
1 Cs 1.24046 -0.20525 -0.56519
2 N 3.70007 -0.89683 -4.93275
3 C 2.94729 -0.46957 -3.87862
4 N 1.85254 -0.99083 -3.48906
5 C 1.33879 -2.09751 -4.16900
6 N 0.22683 -2.64256 -3.87549
7 N -0.45563 -2.17958 -2.77881
8 C -1.56217 -1.61146 -3.02710
9 C -2.45140 -1.06183 -1.98877
10 C -3.61085 -0.42524 -2.41595
11 C -4.39346 0.23973 -1.48743
12 C -3.99117 0.24230 -0.16658
13 C -2.84263 -0.46017 0.17192
14 N -2.08954 -1.11641 -0.70171
15 C 2.12818 -2.65904 -5.28283
16 C 1.73162 -3.79467 -5.98712
17 C 2.49036 -4.27924 -7.03524
18 C 3.66576 -3.62711 -7.39834
19 C 4.07836 -2.50211 -6.71300
20 C 3.31004 -2.02007 -5.65457
21 H 4.55858 -0.42805 -5.16158
22 H 3.34786 0.39057 -3.34422
23 H -1.88021 -1.45629 -4.06075
24 H -3.85382 -0.40045 -3.47055
25 H -5.27719 0.78109 -1.79969
26 H -4.53540 0.78903 0.59189
27 H -2.50460 -0.46618 1.20323
28 H 0.81299 -4.28046 -5.68601
29 H 2.17073 -5.16280 -7.57314
30 H 4.26472 -4.00094 -8.21926
31 H 4.99566 -1.99237 -6.98871
32 S -1.14963 1.94998 -2.21223
33 P -0.67080 2.86631 -0.48507
34 C -0.27629 1.93785 0.82546
35 P 0.77339 2.12166 2.08953
36 S 2.43479 0.98550 2.25543
37 C 1.30961 3.86114 2.40717
38 C 2.59612 4.28710 2.09534
39 C 2.95657 5.62104 2.24589
40 C 2.03816 6.54441 2.72439
41 C 0.75134 6.12877 3.04610
42 C 0.39121 4.79841 2.88169
43 C -0.14331 1.79033 3.66059
44 C 0.46330 1.94654 4.90456
45 C -0.23859 1.68051 6.07109
46 C -1.55761 1.23990 6.00921
47 C -2.16645 1.07148 4.77337
48 C -1.46030 1.35080 3.60661
49 C 0.61312 4.10931 -0.94752
50 C 1.68484 3.66376 -1.72688
51 C 2.72728 4.51262 -2.05883
52 C 2.70873 5.83536 -1.62504
53 C 1.64659 6.29013 -0.85798
54 C 0.60523 5.43135 -0.51863
55 C -2.11214 3.97850 -0.13948
56 C -2.66595 4.78760 -1.13108
57 C -3.75252 5.60302 -0.85231
58 C -4.31404 5.60867 0.42209
59 C -3.77960 4.79527 1.41030
60 C -2.68085 3.98842 1.12645
61 H 3.31053 3.55536 1.74069
62 H 3.95992 5.94025 1.98588
63 H 2.32044 7.58468 2.84368
64 H 0.02592 6.84275 3.42047
65 H -0.61495 4.48236 3.12641
66 H 1.49760 2.26559 4.94815
67 H 0.24372 1.81114 7.03367
68 H -2.10482 1.03073 6.92171
69 H -3.19500 0.73116 4.71681
70 H -1.90972 1.24450 2.62426
71 H 1.66019 2.63721 -2.08628
72 H 3.55390 4.15207 -2.66146
73 H 3.51894 6.50728 -1.88586
74 H 1.63000 7.31585 -0.50797
75 H -0.21277 5.79468 0.09087
76 H -2.24153 4.75774 -2.12820
77 H -4.17046 6.23277 -1.63032
78 H -5.16671 6.24301 0.63819
79 H -4.21368 4.78842 2.40430
80 H -2.24815 3.34047 1.88156
81 N 0.11507 -2.18372 1.32633
82 C -0.04067 -3.40539 0.55522
83 C -0.98895 -4.40700 1.21724
84 C -1.21733 -5.71761 0.44221
85 C -1.16577 -6.92351 1.38155
86 N 0.14125 -6.94849 2.01450
87 C 0.41659 -7.86017 2.86135
88 N 1.70790 -7.98566 3.35981
89 N -0.46568 -8.82481 3.28171
90 C 1.38224 -3.91218 0.25129
91 O 1.85877 -4.96741 0.93244
92 O 2.08897 -3.34490 -0.54208
93 H 0.38754 -2.33522 2.28920
94 H -0.72235 -1.61794 1.28535
95 H -0.44234 -3.10957 -0.41700
96 H -1.93725 -3.88574 1.36193
97 H -0.61239 -4.63110 2.22135
98 H -0.44692 -5.85053 -0.32243
99 H -2.17248 -5.69481 -0.08488
100 H -1.35459 -7.85330 0.83514
101 H -1.96433 -6.81912 2.13217
102 H 1.17815 -5.52725 1.37528
103 H 2.31155 -7.23952 3.04679
104 H 1.78562 -8.16827 4.34796
105 H -1.44437 -8.60888 3.22776
106 H -0.18657 -9.43729 4.02744

Forces on atoms 1 to 3 (eV/Å):
Cs 0.170 -0.148 -0.529
N -0.092 0.019 0.056
C 0.138 -0.018 -0.111